Model one:
Computed, not measured: 2 unconnected molecules or ions with the total composition C4H8ClNSi, with the ωB97M-V functional and the def2-TZVPD basis.

Structure (XYZ):
```
15
Properties=species:S:1:pos:R:3
Cl -2.02 -1.56 -0.15
Si -1.43 0.41 -0.39
N 2.85 -1.91 1.51
C -2.19 1.40 0.98
C 1.91 -1.72 -0.79
C -0.24 1.23 -1.39
C 2.32 -1.66 0.45
H -1.59 2.36 0.94
H 2.75 -1.27 2.34
H 0.06 2.30 -1.47
H -2.08 0.98 2.04
H 0.78 -1.73 -0.90
H -3.26 1.60 0.76
H 2.32 -1.18 -1.52
H -0.16 0.74 -2.40
```

The lowest unoccupied orbital energy comes out at 0.138 eV. Its SMILES is C=[Si](C)Cl.C=C=N. For the gap between HOMO and LUMO, the calculation gives 8.52 eV. Its HOMO energy is -8.38 eV.

Model two:
Computed, not measured: 2 unconnected molecules or ions with the total composition C4H8ClNSi, with the ωB97M-V functional and the def2-TZVPD basis.

Structure (XYZ):
```
15
Properties=species:S:1:pos:R:3
Cl -1.89 2.44 -0.60
Si -0.73 0.58 -0.43
N 1.26 -0.40 -1.89
C 0.61 0.66 -1.74
C 1.49 0.94 1.78
C -1.42 -2.06 0.26
C -1.87 -0.74 0.16
H -0.32 -2.20 0.29
H 1.87 -0.01 1.44
H -1.94 -2.76 0.85
H 2.01 1.80 1.58
H -2.88 -0.55 0.15
H 0.70 1.00 2.59
H 1.05 1.71 -2.00
H 2.07 -0.39 -2.45
```

The lowest unoccupied orbital energy (spin up / spin down) comes out at -0.679 / -0.268 eV. For the gap between HOMO and LUMO (spin up / spin down), the calculation gives 7.87 / 7.03 eV. Its HOMO energy (spin up / spin down) is -8.55 / -7.30 eV.

Least stable structure: model two

Model one:
Computed, not measured: a single C3H4FNO3 molecule, with the ωB97M-V functional and the def2-TZVPD basis.

Structure (XYZ):
```
12
Properties=species:S:1:pos:R:3
F 2.18 -0.72 -1.35
O -1.23 -0.56 -0.70
O 0.64 -0.35 0.65
O -0.17 2.19 1.09
N -0.24 -0.06 1.65
C -0.75 1.26 1.64
C -0.04 -0.47 -0.56
C 0.89 -0.58 -1.70
H 0.69 0.27 -2.43
H -1.60 1.24 2.33
H 0.59 -1.48 -2.27
H -0.95 -0.75 1.65
```

The lowest unoccupied orbital energy comes out at 0.734 eV. Its SMILES is O=CNOC(=O)CF. For the gap between HOMO and LUMO, the calculation gives 11.38 eV. Its HOMO energy is -10.65 eV.

Model two:
Computed, not measured: a single C3H4FNO3 molecule, with the ωB97M-V functional and the def2-TZVPD basis.

Structure (XYZ):
```
12
Properties=species:S:1:pos:R:3
F -1.90 -0.30 0.55
O -0.55 0.95 -0.76
O 1.08 0.85 1.81
O -0.91 0.59 2.58
N -0.10 0.61 1.71
C -0.66 0.14 0.36
C 0.48 -0.88 -0.31
C 0.26 0.14 -1.50
H 1.15 0.73 -1.72
H -0.36 -0.12 -2.48
H 0.07 -1.87 -0.55
H 1.46 -0.84 0.32
```

The lowest unoccupied orbital energy comes out at -0.055 eV. Its SMILES is O=[N+]([O-])[C@]1(F)CCO1. For the gap between HOMO and LUMO, the calculation gives 11.00 eV. Its HOMO energy is -11.05 eV.

Least stable structure: model two

Model one:
Computed, not measured: a single C3H6O2 molecule, with the ωB97M-V functional and the def2-TZVPD basis.

Structure (XYZ):
```
11
Properties=species:S:1:pos:R:3
O -1.11 0.99 0.94
O 0.69 0.22 -1.94
C 0.12 0.82 -1.01
C 0.22 -1.13 0.14
C 0.09 0.33 0.38
H 0.95 -1.30 -0.62
H -0.37 1.87 -1.26
H -1.38 0.61 1.77
H -0.73 -1.49 -0.27
H 0.91 0.76 0.87
H 0.62 -1.68 0.99
```

The lowest unoccupied orbital energy comes out at 0.623 eV. Its SMILES is C[C@H](O)C=O. For the gap between HOMO and LUMO, the calculation gives 10.67 eV. Its HOMO energy is -10.05 eV.

Model two:
Computed, not measured: a single C3H6O2 molecule, with the ωB97M-V functional and the def2-TZVPD basis.

Structure (XYZ):
```
11
Properties=species:S:1:pos:R:3
O -2.15 -0.07 -0.73
O -0.77 0.82 0.74
C 0.47 0.81 -0.01
C -1.66 -0.09 0.30
C 1.02 -0.58 -0.22
H 1.16 1.40 0.57
H 0.57 -1.10 -1.04
H 0.90 -1.13 0.71
H -1.92 -0.85 1.04
H 0.32 1.34 -0.94
H 2.08 -0.55 -0.42
```

The lowest unoccupied orbital energy comes out at 1.009 eV. Its SMILES is CCOC=O. For the gap between HOMO and LUMO, the calculation gives 11.74 eV. Its HOMO energy is -10.73 eV.

Least stable structure: model one

Model one:
Computed, not measured: a molecular structure, C3H6O2, with the ωB97M-V functional and the def2-TZVPD basis.

Structure (XYZ):
```
11
Properties=species:S:1:pos:R:3
O -0.39 0.78 1.25
O 2.25 -0.27 -0.51
C 1.37 -0.43 0.47
C -0.56 0.24 -1.10
C -0.21 -0.22 0.28
H -1.39 0.85 1.28
H -1.72 0.53 -1.04
H -0.37 -0.65 -1.76
H -0.77 -1.14 0.60
H 0.22 1.12 -1.22
H 1.57 -0.82 1.74
```

The lowest unoccupied orbital energy comes out at 0.237 eV. For the gap between HOMO and LUMO, the calculation gives 10.31 eV. Its HOMO energy is -10.07 eV.

Model two:
Computed, not measured: a single C3H6O2 molecule, with the ωB97M-V functional and the def2-TZVPD basis.

Structure (XYZ):
```
11
Properties=species:S:1:pos:R:3
O 1.04 -1.30 0.19
O -0.70 -0.12 -0.65
C -1.83 0.16 0.32
C 0.51 -0.29 -0.06
C 1.20 1.13 0.05
H 0.98 1.70 -0.87
H -1.60 1.36 0.60
H 2.44 0.98 0.22
H 0.85 1.95 0.98
H -2.70 0.06 -0.39
H -1.90 -0.67 1.29
```

The lowest unoccupied orbital energy comes out at 0.779 eV. Its SMILES is COC(C)=O. For the gap between HOMO and LUMO, the calculation gives 11.31 eV. Its HOMO energy is -10.53 eV.

Model three:
Computed, not measured: 2 unconnected molecules or ions with the total composition C3H6O2, with the ωB97M-V functional and the def2-TZVPD basis.

Structure (XYZ):
```
11
Properties=species:S:1:pos:R:3
O -1.33 -1.64 1.76
O 1.01 -0.09 -1.71
C -0.85 0.12 0.22
C -0.55 -0.85 1.28
C 0.06 1.06 -0.10
H 0.28 -0.57 -1.27
H 1.02 1.12 0.42
H -1.84 0.12 -0.22
H 0.51 -0.80 1.63
H 1.80 -0.33 -1.21
H -0.12 1.85 -0.81
```

The lowest unoccupied orbital energy comes out at 0.360 eV. Its SMILES is C=CC=O.O. For the gap between HOMO and LUMO, the calculation gives 10.18 eV. Its HOMO energy is -9.82 eV.

Least stable structure: model one

Model one:
Computed, not measured: a single C3H6O2 molecule, with the ωB97M-V functional and the def2-TZVPD basis.

Structure (XYZ):
```
11
Properties=species:S:1:pos:R:3
O 2.53 0.01 0.13
O -0.05 0.38 0.69
C -1.26 0.02 1.04
C 0.22 -0.08 -0.63
C 1.76 0.04 -0.75
H -0.25 0.66 -1.29
H 2.22 0.01 -1.75
H -1.97 -0.04 0.17
H -0.11 -1.10 -0.79
H -1.65 0.97 1.54
H -1.44 -0.86 1.64
```

The lowest unoccupied orbital energy comes out at 0.939 eV. Its SMILES is COCC=O. For the gap between HOMO and LUMO, the calculation gives 10.82 eV. Its HOMO energy is -9.88 eV.

Model two:
Computed, not measured: 2 unconnected molecules or ions with the total composition C3H6O2, with the ωB97M-V functional and the def2-TZVPD basis.

Structure (XYZ):
```
11
Properties=species:S:1:pos:R:3
O -0.08 0.71 -1.69
O -2.38 -0.49 -0.68
C -1.31 -0.62 -0.15
C -0.01 -0.04 -0.75
C 1.27 -0.48 -0.10
H -0.48 1.82 1.53
H -1.20 -1.18 0.81
H -0.59 2.07 0.84
H 2.11 0.10 -0.51
H 1.44 -1.54 -0.29
H 1.23 -0.34 0.99
```

The lowest unoccupied orbital energy comes out at -0.499 eV. Its SMILES is CC(=O)C=O.[H][H]. For the gap between HOMO and LUMO, the calculation gives 9.36 eV. Its HOMO energy is -9.85 eV.

Least stable structure: model one

Model one:
Computed, not measured: 2 unconnected molecules or ions with the total composition C3H6O2, with the ωB97M-V functional and the def2-TZVPD basis.

Structure (XYZ):
```
11
Properties=species:S:1:pos:R:3
O 1.99 1.73 -0.25
O -2.64 0.38 1.16
C -1.59 0.17 0.49
C 0.42 -0.80 -0.27
C -1.04 -1.00 0.00
H -0.91 1.08 0.24
H 0.66 0.20 -0.67
H -1.53 -2.07 0.14
H 1.22 -0.65 0.45
H 0.79 -1.38 -1.14
H 2.62 2.35 -0.16
```

The lowest unoccupied orbital energy comes out at -4.546 eV. For the gap between HOMO and LUMO, the calculation gives 3.82 eV. Its HOMO energy is -8.37 eV.

Model two:
Computed, not measured: a molecular structure, C3H6O2, with the ωB97M-V functional and the def2-TZVPD basis.

Structure (XYZ):
```
11
Properties=species:S:1:pos:R:3
O 0.00 -1.06 0.47
O -1.79 2.00 0.34
C 0.74 -1.19 -0.60
C -0.50 0.10 0.87
C -1.13 1.05 -0.04
H 0.50 -0.62 -1.50
H 1.64 0.22 -0.04
H 1.18 -2.17 -0.71
H -0.85 0.07 1.90
H -0.99 0.86 -1.13
H 1.20 0.74 0.44
```

The lowest unoccupied orbital energy (spin up / spin down) comes out at -0.432 / -0.432 eV. For the gap between HOMO and LUMO (spin up / spin down), the calculation gives 8.37 / 8.37 eV. Its HOMO energy (spin up / spin down) is -8.80 / -8.80 eV.

Least stable structure: model one

Model one:
Computed, not measured: a molecular structure, C3H6O2, with the ωB97M-V functional and the def2-TZVPD basis.

Structure (XYZ):
```
11
Properties=species:S:1:pos:R:3
O 0.09 -1.00 0.17
O -2.14 -0.76 0.73
C 0.74 1.08 -0.77
C -1.14 -1.46 0.35
C 0.33 0.32 0.57
H -0.46 0.81 0.93
H -1.14 -2.85 0.16
H 1.28 0.14 1.24
H 1.76 0.70 -1.31
H -0.05 0.96 -1.36
H 0.73 2.04 -0.72
```

The lowest unoccupied orbital energy comes out at 0.933 eV. For the gap between HOMO and LUMO, the calculation gives 11.56 eV. Its HOMO energy is -10.62 eV.

Model two:
Computed, not measured: a single C3H6O2 molecule, with the ωB97M-V functional and the def2-TZVPD basis.

Structure (XYZ):
```
11
Properties=species:S:1:pos:R:3
O 1.39 -1.12 0.27
O -2.48 0.03 0.62
C -0.30 0.46 -0.27
C -1.14 -0.16 0.56
C 1.17 0.15 -0.33
H 2.34 -1.29 0.24
H -0.67 1.22 -0.97
H 1.49 0.16 -1.38
H -2.74 0.64 -0.09
H -0.80 -0.90 1.27
H 1.75 0.93 0.19
```

The lowest unoccupied orbital energy comes out at 0.873 eV. Its SMILES is O/C=C/CO. For the gap between HOMO and LUMO, the calculation gives 9.56 eV. Its HOMO energy is -8.68 eV.

Least stable structure: model one

Model one:
Computed, not measured: 2 unconnected molecules or ions with the total composition C3H6O2, with the ωB97M-V functional and the def2-TZVPD basis.

Structure (XYZ):
```
11
Properties=species:S:1:pos:R:3
O -0.39 -0.66 -2.52
O -0.80 -0.16 2.59
C 0.11 -1.32 -1.50
C 0.65 0.80 0.93
C -0.66 0.29 1.49
H 0.35 -0.29 -3.03
H 0.50 1.69 0.32
H -0.82 -1.69 -1.00
H 1.07 0.02 0.27
H 1.35 0.99 1.75
H -1.52 0.34 0.78
```

The lowest unoccupied orbital energy comes out at 0.383 eV. For the gap between HOMO and LUMO, the calculation gives 9.66 eV. Its HOMO energy is -9.28 eV.

Model two:
Computed, not measured: a single C3H6O2 molecule, with the ωB97M-V functional and the def2-TZVPD basis.

Structure (XYZ):
```
11
Properties=species:S:1:pos:R:3
O 0.39 0.54 -1.85
O 0.03 -0.39 2.40
C 0.16 0.75 -0.47
C -0.61 -0.47 0.08
C 0.01 -1.00 1.36
H 1.12 0.88 0.07
H -0.43 1.66 -0.29
H 1.13 1.10 -2.12
H -0.62 -1.24 -0.70
H 0.47 -2.01 1.29
H -1.65 -0.19 0.31
```

The lowest unoccupied orbital energy comes out at 0.797 eV. Its SMILES is O=CCCO. For the gap between HOMO and LUMO, the calculation gives 10.69 eV. Its HOMO energy is -9.89 eV.

Least stable structure: model one

Model one:
Computed, not measured: a molecular structure, C3H6O2, with the ωB97M-V functional and the def2-TZVPD basis.

Structure (XYZ):
```
11
Properties=species:S:1:pos:R:3
O 1.12 0.26 1.54
O -2.31 0.25 -0.19
C -0.96 0.16 0.05
C 0.71 -0.81 -0.54
C 1.42 0.11 0.36
H 0.54 -1.80 -0.10
H 2.10 0.84 -0.12
H -0.81 -0.42 0.93
H 1.25 -0.91 -1.50
H -2.56 1.17 -0.38
H -0.50 1.14 -0.06
```

The lowest unoccupied orbital energy comes out at 0.555 eV. For the gap between HOMO and LUMO, the calculation gives 9.79 eV. Its HOMO energy is -9.24 eV.

Model two:
Computed, not measured: a single C3H6O2 molecule, with the ωB97M-V functional and the def2-TZVPD basis.

Structure (XYZ):
```
11
Properties=species:S:1:pos:R:3
O -0.02 -0.09 1.68
O 1.94 0.80 -0.07
C -1.54 0.04 -0.15
C 1.08 -0.27 -0.38
C -0.17 -0.13 0.48
H -1.48 0.10 -1.23
H 0.87 -0.22 -1.45
H 1.55 -1.25 -0.17
H -2.20 -0.78 0.15
H -1.98 0.97 0.24
H 1.95 0.85 0.90
```

The lowest unoccupied orbital energy comes out at 0.894 eV. Its SMILES is CC(=O)CO. For the gap between HOMO and LUMO, the calculation gives 10.76 eV. Its HOMO energy is -9.87 eV.

Least stable structure: model one

Model one:
Computed, not measured: 2 unconnected molecules or ions with the total composition CHNO3S, with the ωB97M-V functional and the def2-TZVPD basis.

Structure (XYZ):
```
7
Properties=species:S:1:pos:R:3
S 3.53 0.28 -0.21
O 2.23 0.51 0.47
O -0.27 -1.31 1.10
O 0.86 -2.55 -0.49
N -0.24 -0.43 -0.08
C 0.32 -1.64 0.05
H 0.23 0.47 0.05
```

The lowest unoccupied orbital energy (spin up / spin down) comes out at -2.153 / -2.177 eV. Its SMILES is O=C1NO1.O=S. For the gap between HOMO and LUMO (spin up / spin down), the calculation gives 7.78 / 7.76 eV. Its HOMO energy (spin up / spin down) is -9.93 / -9.94 eV.

Model two:
Computed, not measured: 2 unconnected molecules or ions with the total composition CHNO3S, with the ωB97M-V functional and the def2-TZVPD basis.

Structure (XYZ):
```
7
Properties=species:S:1:pos:R:3
S -0.65 -1.61 0.15
O -0.02 -2.86 0.02
O -0.49 -0.63 -0.86
O -1.70 -1.34 1.14
N 1.84 2.73 0.22
C 0.98 2.10 -0.25
H 0.04 1.59 -0.41
```

The lowest unoccupied orbital energy comes out at -1.854 eV. Its SMILES is O=S(=O)=O.C#N. For the gap between HOMO and LUMO, the calculation gives 10.81 eV. Its HOMO energy is -12.67 eV.

Least stable structure: model one

Model one:
Computed, not measured: 2 unconnected molecules or ions with the total composition C3H8NOP, with the ωB97M-V functional and the def2-TZVPD basis.

Structure (XYZ):
```
14
Properties=species:S:1:pos:R:3
P 0.39 -1.89 0.38
O -0.42 -1.11 -0.82
N 3.07 0.45 -0.81
C 3.07 0.10 0.40
C -1.35 0.49 0.53
C -0.98 0.04 -0.78
H -2.13 1.23 0.56
H 2.20 0.56 1.07
H 3.95 -0.50 0.82
H -1.46 0.49 -1.70
H -1.76 -0.40 1.00
H 3.94 0.07 -1.09
H 0.29 -3.07 -0.26
H -0.53 0.72 1.20
```

The lowest unoccupied orbital energy (spin up / spin down) comes out at 1.071 / -1.029 eV. Its multiplicity is 3. For the gap between HOMO and LUMO (spin up / spin down), the calculation gives 7.24 / 9.01 eV. Its HOMO energy (spin up / spin down) is -6.17 / -10.04 eV.

Model two:
Computed, not measured: a single C3H8NOP molecule, with the ωB97M-V functional and the def2-TZVPD basis.

Structure (XYZ):
```
14
Properties=species:S:1:pos:R:3
P -0.05 1.08 -1.66
O -1.38 1.80 -0.98
N 1.57 -0.69 -0.18
C 1.15 0.74 -0.24
C -1.91 1.06 0.15
C 1.29 -1.57 0.62
H 0.60 -1.35 1.58
H -0.81 -0.10 -1.81
H -2.74 1.59 0.63
H -2.26 0.13 -0.20
H 1.84 -2.53 0.49
H 2.11 1.26 -0.50
H 0.66 1.15 0.69
H -1.18 1.04 0.86
```

The lowest unoccupied orbital energy (spin up / spin down) comes out at 0.962 / -2.544 eV. Its multiplicity is 3. For the gap between HOMO and LUMO (spin up / spin down), the calculation gives 5.73 / 6.94 eV. Its HOMO energy (spin up / spin down) is -4.77 / -9.49 eV.

Least stable structure: model two

Model one:
Computed, not measured: a single C2H5NO2S2 molecule, with the ωB97M-V functional and the def2-TZVPD basis.

Structure (XYZ):
```
12
Properties=species:S:1:pos:R:3
S 1.29 -1.68 0.23
S 1.48 0.56 -0.09
O 2.15 1.07 1.09
O 1.90 0.91 -1.41
N -0.35 -1.61 -0.36
C -1.02 -0.49 0.36
C -0.40 0.86 0.07
H -0.87 1.21 -0.83
H -1.21 -0.63 1.50
H -0.42 -1.40 -1.43
H -2.11 -0.37 0.05
H -0.43 1.58 0.82
```

The lowest unoccupied orbital energy comes out at -0.082 eV. Its SMILES is O=S1(=O)CCNS1. For the gap between HOMO and LUMO, the calculation gives 9.62 eV. Its HOMO energy is -9.70 eV.

Model two:
Computed, not measured: a single C2H5NO2S2 molecule, with the ωB97M-V functional and the def2-TZVPD basis.

Structure (XYZ):
```
12
Properties=species:S:1:pos:R:3
S -0.81 0.21 0.95
S 0.78 -1.09 0.29
O 2.94 0.65 0.63
O -0.43 1.40 0.23
N -3.06 -0.78 0.26
C 1.91 0.26 -0.26
C -1.96 -0.52 -0.27
H 1.11 1.01 -0.43
H -3.67 -1.43 -0.35
H 2.27 -0.10 -1.20
H -1.50 -0.68 -1.22
H 2.42 1.06 1.37
```

The lowest unoccupied orbital energy comes out at 0.089 eV. For the gap between HOMO and LUMO, the calculation gives 9.62 eV. Its HOMO energy is -9.53 eV.

Least stable structure: model two